An isolated ion of composition C4H7N2S and charge +1. Source: the OMol25 dataset; level of theory: ωB97M-V/def2-TZVPD.

ORCA input file:
```
! wB97M-V def2-TZVPD RIJCOSX def2/J DEFGRID3
* xyz 1 1
C -1.32638 0.00737 -0.53120
C 1.60955 0.25671 0.13517
C 0.61109 1.29682 0.32835
C 0.20941 -1.50379 0.43247
N -0.63626 1.08590 -0.38633
N -1.05386 -1.20708 -0.21836
S 3.08383 -0.06007 -0.31251
H -2.37348 0.21120 -0.96581
H 0.32371 1.15962 1.41824
H 1.09024 2.34326 0.10690
H 0.74706 -2.38196 0.16197
H 0.28689 -1.18270 1.48428
H -0.99788 1.90147 -0.97149
H -1.57393 -1.92675 -0.68169
*
```

## Properties
- calculated total energy (Ha) = -663.9415
- ΔE to the lowest compared entry with this formula, charge and spin (eV) = 3.6243
- Kohn-Sham gap (Eh) = 0.2797
- max |F| (eV/A) = 4.235

Results of the natural (NBO) charge analysis, in e, for atoms 1 through 2: 0.39 -0.13


C2H5N3OS as an isolated structure. Source: the OMol25 dataset; level of theory: ωB97M-V/def2-TZVPD.

ORCA input file:
```
! wB97M-V def2-TZVPD RIJCOSX def2/J DEFGRID3
* xyz 0 1
C -0.21320 -0.03760 -0.50686
C 0.52258 1.33321 -0.34332
H -0.85747 -1.62155 2.46160
H 1.02353 -2.13292 1.48029
H -0.48187 0.72908 -2.50272
H -1.00126 -0.66267 -2.41197
H 0.55461 0.66658 1.83127
N 0.07292 -0.99505 1.70260
N -0.50928 -1.08961 0.28668
N -0.69470 0.00261 -1.80418
O 0.89014 1.96247 -1.37314
S 0.69400 1.84545 1.17974
*
```

## Properties
- calculated total energy (Ha) = -716.7008
- ΔE to the lowest compared entry with this formula, charge and spin (eV) = 6.5294
- Kohn-Sham gap (Eh) = 0.3301
- max |F| (eV/A) = 6.509

Results of the natural (NBO) charge analysis, in e, for atoms 1 through 2: 0.32 0.24


C24H32O24 as an isolated structure. Source: the OMol25 dataset; level of theory: ωB97M-V/def2-TZVPD.

ORCA input file:
```
! wB97M-V def2-TZVPD RIJCOSX def2/J DEFGRID3
* xyz 0 1
C 28.76581 -24.44652 20.80469
C 28.10931 -24.18685 19.45473
O 27.43316 -25.32023 19.18371
C 27.63157 -26.27395 20.07803
O 27.00979 -27.30067 20.21734
O 28.71630 -25.85363 20.81520
H 28.29355 -24.09422 21.72173
H 29.77822 -24.05449 20.70757
H 28.78933 -23.85597 18.66975
H 27.54128 -23.27513 19.63968
C 29.29303 -22.45566 16.17144
C 29.75702 -23.56252 15.11837
O 31.02265 -23.61435 15.47973
C 31.51029 -22.45497 15.93047
O 32.67658 -22.13657 15.78919
O 30.45565 -21.67348 16.26010
H 28.87990 -22.84591 17.10156
H 28.53868 -21.84969 15.66959
H 29.52906 -23.23317 14.10463
H 29.15337 -24.46899 15.16333
C 24.04425 -29.01449 14.94312
C 24.67595 -27.65770 15.17764
O 24.01726 -26.69537 14.42319
C 22.81246 -27.24323 14.12107
O 21.86373 -26.76192 13.49559
O 22.86349 -28.63175 14.37687
H 23.82516 -29.58915 15.84305
H 24.62334 -29.60575 14.23377
H 25.72222 -27.72121 14.87866
H 24.71930 -27.45989 16.24865
C 25.72004 -25.13303 15.40209
C 26.19369 -23.79784 14.89695
O 27.42171 -23.54599 15.47354
C 27.59908 -24.39120 16.39842
O 28.36169 -24.16829 17.34713
O 26.74451 -25.37590 16.34395
H 25.55424 -25.95958 14.71113
H 24.72959 -24.96813 15.82624
H 25.41846 -23.18952 15.36285
H 26.07323 -23.88237 13.81693
C 24.95818 -25.80486 19.70039
C 25.09922 -24.52804 18.85542
O 25.10361 -25.02048 17.54906
C 24.40858 -26.19465 17.55843
O 23.93375 -26.76406 16.61591
O 24.19096 -26.62558 18.82702
H 24.46373 -25.65890 20.66076
H 25.99612 -26.11398 19.82372
H 26.07816 -24.06815 18.99066
H 24.32317 -23.82340 19.15430
C 26.44778 -22.68277 11.93963
C 26.62108 -21.22077 11.46793
O 27.60539 -20.82200 12.45533
C 28.03653 -21.72869 13.21791
O 29.15365 -21.68723 13.87656
O 27.22589 -22.80231 13.12775
H 26.87488 -23.44858 11.29215
H 25.43698 -22.91016 12.27826
H 25.78863 -20.52251 11.38100
H 27.10748 -21.32329 10.49787
C 24.81504 -21.54528 14.16994
C 25.14474 -21.32800 15.60861
O 24.01346 -20.87606 16.27480
C 22.99147 -21.20863 15.53872
O 21.79447 -21.02430 15.71872
O 23.43960 -21.72454 14.34096
H 25.30047 -22.41347 13.72417
H 25.15836 -20.60123 13.74687
H 25.82417 -20.47841 15.67691
H 25.57834 -22.21178 16.07662
C 22.69208 -23.38541 17.84616
C 21.48447 -23.79113 17.10018
O 22.04405 -24.44687 15.93423
C 23.27852 -23.98494 15.70565
O 23.96588 -24.21077 14.70595
O 23.71967 -23.49949 16.84258
H 22.97022 -24.15164 18.56979
H 22.57814 -22.41700 18.33330
H 20.92775 -22.97141 16.64606
H 20.82296 -24.49576 17.60414
*
```

## Properties
- calculated total energy (Ha) = -2738.6522
- ΔE to the lowest compared entry with this formula, charge and spin (eV) = 25.2968
- Kohn-Sham gap (Eh) = 0.3072
- max |F| (eV/A) = 13.481

Results of the Löwdin charge analysis, in e, for atoms 1 through 2: -0.09 -0.20


An isolated ion of composition C6H3O3P and charge -2. Source: the OMol25 dataset; level of theory: ωB97M-V/def2-TZVPD.

ORCA input file:
```
! wB97M-V def2-TZVPD RIJCOSX def2/J DEFGRID3
* xyz -2 1
O 2.87434 0.67150 -0.89551
P 2.45604 -0.41857 0.10013
O 3.11796 -0.49370 1.41976
O 2.15876 -1.80300 -0.53199
C 0.64631 0.17182 0.43442
C 0.08486 1.37855 0.07540
C -1.04089 1.93568 -0.21653
C -2.03650 1.02168 -0.46712
C -1.71426 -0.35749 -0.12623
C -0.50398 -0.70133 0.38852
H -2.99148 1.39903 -0.83882
H -2.58380 -1.03393 0.05755
H -0.46736 -1.77022 0.60042
*
```

## Properties
- calculated total energy (Ha) = -797.4405
- SMILES = O=P([O-])([O-])c1c#cccc1
- ΔE to the lowest compared entry with this formula, charge and spin (eV) = 0.0575
- Kohn-Sham gap (Eh) = 0.2215
- max |F| (eV/A) = 3.656

Results of the natural (NBO) charge analysis, in e, for atoms 1 through 2: -1.23 2.39


C3H2FNO in the gas phase. Source: the OMol25 dataset; level of theory: ωB97M-V/def2-TZVPD.

ORCA input file:
```
! wB97M-V def2-TZVPD RIJCOSX def2/J DEFGRID3
* xyz 0 1
N 2.42188 0.84089 -0.25310
C 1.50206 0.21082 0.03447
C 0.09425 -0.43332 0.25065
F 0.08317 -1.59108 -0.49026
C -1.02419 0.43357 -0.17223
O -1.11501 1.57217 -0.50136
H -0.03168 -0.72059 1.37391
H -1.93047 -0.31247 -0.24207
*
```

## Properties
- calculated total energy (Ha) = -345.3147
- SMILES = N#C[C@H](F)C=O
- ΔE to the lowest compared entry with this formula, charge and spin (eV) = 1.0165
- Kohn-Sham gap (Eh) = 0.4068
- max |F| (eV/A) = 4.385

Results of the natural (NBO) charge analysis, in e, for atoms 1 through 2: -0.26 0.22


C16H29AlClO8P2 as an isolated structure. Source: the OMol25 dataset; level of theory: ωB97M-V/def2-TZVPD.

ORCA input file:
```
! wB97M-V def2-TZVPD RIJCOSX def2/J DEFGRID3
* xyz -1 1
C 0.00200 2.53015 0.77713
C -0.18488 2.66245 -0.54396
C -0.80939 1.66902 -1.48210
Al -2.27485 0.55978 -0.66516
P -1.46644 -1.38269 0.49252
C 0.32147 -1.40435 -0.00407
O -1.34366 -0.99259 2.14097
P -3.68950 1.87589 0.81514
O -4.65259 2.62040 -0.34811
Cl -4.97800 0.29909 1.42734
H -0.00753 3.38631 1.44398
H 0.18156 1.55812 1.23653
H 0.21584 3.56538 -1.01081
H -0.05716 0.98299 -1.90064
H -1.19240 2.22823 -2.34167
H -3.19776 0.01565 -1.88615
H 0.79746 -0.42572 0.12858
H 0.83777 -2.12828 0.62645
H 0.40745 -1.71364 -1.04594
H -0.99228 -0.10797 2.27608
H -5.54267 2.73389 -0.00471
O 0.71165 -4.57694 -0.15602
C 0.76291 -5.05884 0.93405
O 1.32057 -6.28823 1.15928
C 1.21323 -6.62691 2.54983
C 1.02762 -5.29801 3.27547
C 0.26686 -4.48077 2.24271
H 0.35575 -7.29235 2.68468
H 2.11858 -7.16293 2.83090
H 0.52263 -5.41214 4.23272
H 1.99311 -4.82738 3.45345
H -0.81627 -4.61296 2.28426
H 0.48249 -3.41898 2.29341
O -0.13597 5.20010 -3.94245
C -1.24576 5.05580 -4.36422
O -2.35324 5.30208 -3.63173
C -3.53412 4.92683 -4.35727
C -3.12214 4.94686 -5.82680
C -1.65237 4.54895 -5.73819
H -3.83784 3.93318 -4.02202
H -4.31964 5.63730 -4.11147
H -3.73154 4.28842 -6.44250
H -3.20798 5.96060 -6.22267
H -1.51958 3.46537 -5.74469
H -1.01944 4.99223 -6.50217
O 2.01958 -2.42636 3.77423
C 2.88157 -1.69913 3.37779
O 3.25688 -0.58097 4.04586
C 4.21196 0.16318 3.27189
C 4.83508 -0.85079 2.31725
C 3.67337 -1.81086 2.08948
H 3.67854 0.95366 2.73966
H 4.92272 0.61613 3.95928
H 5.22262 -0.39209 1.41016
H 5.65587 -1.37122 2.81426
H 3.02103 -1.49148 1.27267
H 3.96684 -2.84343 1.91751
*
```

## Properties
- calculated total energy (Ha) = -2614.4268
- Kohn-Sham gap (Eh) = 0.2272
- max |F| (eV/A) = 1.220

Results of the natural (NBO) charge analysis, in e, for atoms 1 through 2: -0.49 -0.12


Number 5 is which compound?
C3H2FNO